The following is a quantum chemistry calculation of a cluster of 2 separate species, C4H7BrN2 in total in a non-equilibrium geometry, from the OMol25 dataset.

Geometry (Å):
C: -1.8904 -0.4132 -1.0054
H: 1.4091 -0.5269 -1.0949
N: -1.2405 -0.3210 0.1957
H: -2.7010 0.1933 -1.0973
C: 1.3173 2.2113 0.3187
H: 0.4664 2.1853 -0.2605
H: -1.5220 -0.8754 -1.8147
C: 0.0621 -0.2415 0.5599
H: -1.8595 0.2542 0.8853
H: 1.8544 -1.1363 0.4307
N: 2.3034 2.2282 0.9352
Br: 0.3869 -0.3359 2.5050
H: 0.3778 -2.0663 -0.3353
C: 1.0359 -1.1557 -0.2224

**Gap between HOMO and LUMO (spin up / spin down)**: 7.832 / 7.796 eV
**F_max**: 4.21 eV/A
**Calculated total energy**: -77279.786 eV
**ΔE to the lowest compared entry with this formula, charge and spin**: 72.8 kcal per mole